No. 1
Below is C12H23BNO3 in the gas phase in a non-equilibrium geometry, with properties calculated with the ωB97M-V functional and the def2-TZVPD basis.

Geometry as ORCA input:
```
! RIJCOSX wB97M-V def2-TZVPD def2/J DEFGRID3
* xyz 0 2
C 1.3172 0.4406 3.1333
C 1.5093 -0.0217 1.7738
C 0.3383 -0.3694 0.7833
B -0.4435 -1.6586 1.4003
O -1.5450 -2.2770 0.7062
O -0.0616 -2.2741 2.6362
C -1.2793 -2.6070 3.3568
C -0.6160 0.8889 0.6066
C -0.2454 1.7503 -0.6641
C 1.1288 2.5671 -0.4818
C -1.3790 2.8859 -0.7420
N -0.3256 1.0230 -1.9389
O 0.0967 1.7188 -2.9481
C 0.2093 -0.3642 -1.8852
C -0.9873 -1.3550 -2.2029
C 1.2219 -0.5323 -3.1115
C 1.0344 -0.7233 -0.5997
H 1.3613 1.5128 3.4576
H 1.1501 -0.3474 3.9208
H 2.5673 -0.0987 1.3918
H -1.2733 -3.1939 0.5485
H -1.6533 -3.6332 3.1015
H -1.0710 -2.5816 4.4630
H -2.1023 -1.8585 3.1889
H -0.4691 1.5813 1.4848
H -1.7109 0.6479 0.5717
H 1.5932 2.3493 0.5266
H 0.9047 3.6673 -0.4702
H 1.8746 2.3374 -1.2802
H -1.6457 3.2029 0.2966
H -1.0512 3.7182 -1.4101
H -2.2881 2.4138 -1.2139
H -1.3268 -1.1007 -3.2500
H -1.8743 -1.1920 -1.5344
H -0.6712 -2.4321 -2.2403
H 0.7133 -0.4894 -4.1005
H 1.6374 -1.5834 -3.0123
H 2.1099 0.1452 -3.0224
H 1.1693 -1.8478 -0.6147
H 2.0825 -0.3094 -0.6251
*
```

The gap between HOMO and LUMO (alpha / beta) comes out at 0.25095 / 0.25078 hartree. The expectation value of S² is 0.754.

Here are the Mulliken charges for atoms 1 to 5, given in e: -0.93, -0.84, 2.27, 0.69, -0.53

***

No. 2
Below is a molecular structure, C4H16FN8O4Ti in a non-equilibrium geometry, with properties calculated with the ωB97M-V functional and the def2-TZVPD basis.

Geometry as ORCA input:
```
! RIJCOSX wB97M-V def2-TZVPD def2/J DEFGRID3
* xyz 0 4
Ti -2.9733 -0.6074 -0.4823
F -0.8261 -0.5574 0.2561
C -1.7610 1.9729 -1.8663
O -2.7349 1.6882 -1.1415
N -0.7511 1.1395 -1.9881
N -1.6253 3.0925 -2.5955
H -0.0185 1.2533 -2.6681
H -0.6850 0.3527 -1.3520
H -0.7716 3.2242 -3.1062
H -2.3448 3.7919 -2.6519
C -0.1795 -4.2933 0.4593
O -0.1738 -5.4736 0.8225
N -0.3424 -3.3740 1.4208
N -0.2309 -3.7881 -0.7860
H -0.4751 -2.4688 0.9968
H -0.2852 -3.5266 2.4081
H 0.0580 -4.4295 -1.5069
H -0.0499 -2.8037 -0.8909
C 2.7219 0.5698 -0.8081
O 3.8782 0.7052 -1.1641
N 1.9262 1.6401 -0.5698
N 2.0765 -0.6210 -0.6408
H 2.1839 2.5816 -0.8025
H 0.9500 1.4213 -0.4798
H 2.5917 -1.3984 -1.0195
H 1.0895 -0.6721 -0.4315
C -0.0866 1.8026 2.8205
O 0.0818 2.8566 3.4407
N -1.3031 1.3369 2.5241
N 0.8794 0.9004 2.4790
H -2.0111 2.0545 2.5658
H -1.2717 0.6390 1.7924
H 1.7777 0.9729 2.9264
H 0.6863 0.0180 2.0393
*
```

The gap between HOMO and LUMO (alpha / beta) comes out at 0.25055 / 0.32919 hartree. The value obtained for the energy above the lowest of the compared OMol25 structures with the same formula, charge and spin is 28.6 kcal per mole. The expectation value of S² is 3.751.

Here are the Mulliken charges for atoms 1 to 5, given in e: 0.37, -0.31, 0.82, -0.65, -0.18

***

No. 3
Below is C5H12O in the gas phase in a non-equilibrium geometry, with properties calculated with the ωB97M-V functional and the def2-TZVPD basis.

Geometry as ORCA input:
```
! RIJCOSX wB97M-V def2-TZVPD def2/J DEFGRID3
* xyz 0 1
C -0.5649 -1.6110 -0.1403
C 0.4166 -0.5165 0.2836
C 0.9723 -0.8410 1.6831
C -0.0811 0.9039 0.1682
C -0.4070 1.2917 -1.2504
O -0.6985 2.6716 -1.2465
H -0.7718 -1.5272 -1.2104
H -1.5128 -1.5598 0.4093
H -0.1406 -2.6110 0.0328
H 1.2786 -0.6207 -0.3880
H 0.3084 -1.3432 2.4019
H 1.4616 0.0013 2.2059
H 1.7057 -1.5415 1.3529
H -0.9495 1.0616 0.8174
H 0.7176 1.5613 0.5361
H -1.2589 0.6957 -1.6144
H 0.4574 1.0560 -1.8986
H -0.9333 2.9286 -2.1425
*
```

The SMILES is CC(C)CCO. The gap between HOMO and LUMO comes out at 0.41402 hartree. The value obtained for the energy above the lowest of the compared OMol25 structures with the same formula, charge and spin is 13.3 kcal per mole.

Here are the Mulliken charges for atoms 1 to 5, given in e: -1.55, 0.91, -1.46, -0.76, -0.48

***

No. 4
Below is a molecular structure, C39H29ErN8S2, with properties calculated with the ωB97M-V functional and the def2-TZVPD basis.

Geometry as ORCA input:
```
! RIJCOSX wB97M-V def2-TZVPD def2/J DEFGRID3
* xyz 0 4
Er 0.6454 0.4962 -0.6602
C 4.9174 -1.4888 0.1470
C 3.6425 -1.2670 -0.4005
N 2.6585 -0.7353 0.2784
C 2.8507 -0.3924 1.5829
C 4.1111 -0.5168 2.1989
C 5.1492 -1.0952 1.4328
C 4.2952 -0.0634 3.5264
C 3.2370 0.4972 4.1828
C 1.9625 0.5877 3.5909
C 1.7181 0.1165 2.3133
N 0.5182 0.1365 1.6411
C -0.6993 0.0540 2.2738
C -0.9202 -0.4651 3.5662
C -2.1974 -0.6199 4.0665
C -3.3153 -0.2987 3.3057
C -3.1411 0.1820 2.0161
C -4.3176 0.3399 1.1052
C -4.5188 0.5086 -1.0829
C -3.1915 0.0943 -1.7472
N -1.6704 0.8956 0.1907
C -1.8520 0.3773 1.5301
H 5.6913 -1.9382 -0.4591
H 3.4405 -1.5199 -1.4379
H 6.1267 -1.2182 1.8842
H 5.2686 -0.1513 3.9913
H 3.3712 0.8800 5.1871
H 1.1552 1.0446 4.1455
H -0.0747 -0.7756 4.1617
H -2.3267 -1.0252 5.0627
H -4.3141 -0.4516 3.6949
H -5.2279 0.2716 1.6999
H -5.3489 0.5730 -1.7802
H -2.9688 0.1574 -2.8050
C -1.3198 4.7019 0.2928
C -1.0148 3.2536 0.0796
N 0.1896 2.7995 -0.0023
N 1.1766 3.7122 0.2769
C 2.3747 3.3903 -0.1449
N 3.3596 4.2418 0.2457
S 2.8645 2.0934 -1.1894
C -2.1048 2.2655 0.0468
C -3.4001 2.5702 0.0023
C -4.4598 1.5354 0.0823
C -4.3791 -0.6575 -0.0821
C -3.0556 -1.0651 -0.7544
N -2.0680 -0.0275 -0.8645
H -0.4885 5.3066 -0.0531
H -1.4618 4.9039 1.3575
H -2.2292 4.9929 -0.2304
H 3.1472 4.9169 0.9594
H 4.3120 3.9943 0.0551
H -3.6972 3.6043 -0.1067
H -5.4272 2.0152 0.2196
H -5.1056 -1.4631 -0.0278
H -2.7140 -2.0817 -0.8997
S 1.1193 -3.3588 -3.5075
C 1.3083 -3.9951 -1.8998
C 1.7839 -5.2471 -1.5133
C 1.8492 -5.5298 -0.1637
C 1.4380 -4.5856 0.7861
C 0.9679 -3.3479 0.4013
C 0.9180 -3.0502 -0.9600
N 0.4736 -1.8446 -1.5027
C 0.4832 -1.8671 -2.8011
C 0.0322 -0.7412 -3.6212
C -0.3171 -0.9525 -4.9600
C -0.8105 0.0986 -5.7083
C -0.9359 1.3504 -5.1116
C -0.5636 1.5392 -3.7872
C -0.0647 0.5082 -2.9793
H 2.0843 -5.9742 -2.2557
H 2.2154 -6.4928 0.1663
H 1.4923 -4.8332 1.8379
H 0.6507 -2.6043 1.1233
H -0.2255 -1.9388 -5.4039
H -1.0964 -0.0491 -6.7416
H -1.3191 2.1825 -5.6919
H -0.6569 2.5403 -3.3722
*
```

The gap between HOMO and LUMO (alpha / beta) comes out at 0.25501 / 0.25523 hartree. The value obtained for the energy above the lowest of the compared OMol25 structures with the same formula, charge and spin is 0.0 kcal per mole. The expectation value of S² is 3.752.

Here are the Mulliken charges for atoms 1 to 5, given in e: 0.25, -1.19, -0.22, 0.40, -0.53

***

Number 1: total energy -776.17575 Eh. Number 2: total energy -1850.44815 Eh. Number 3: total energy -272.92742 Eh. Number 4: total energy -3753.10893 Eh.